(1)
21
Properties=species:S:1:pos:R:3:forces:R:3:nbo_charge:R:1 method="wB97M-V/def2-TZVPD" max_force_ev_per_a=2.011 orbital_gap_ev=10.477 de_lowest_kj_mol=24.33
C -2.52031 0.47322 0.41947 0.34 0.53 0.26 -0.67
C -1.84558 -0.08238 -0.81703 0.67 0.47 0.91 -0.17
C -0.56407 -0.41481 -0.97516 0.38 0.25 -0.74 -0.22
C 0.57219 -0.53592 0.01703 -0.15 2.00 -0.17 0.31
C 0.13745 -0.61343 1.46141 -0.17 -0.80 0.89 -0.65
F 1.23337 -1.71558 -0.26080 0.17 -0.96 -0.33 -0.37
C 1.63376 0.55715 -0.25389 0.19 0.29 -0.93 -0.42
C 1.22562 2.02146 -0.02502 -0.69 -0.11 1.16 -0.62
H -3.51028 0.87192 0.20727 0.08 0.24 -0.41 0.22
H -1.92826 1.30075 0.93124 -0.68 -1.30 -0.55 0.22
H -2.74876 -0.34634 1.08293 0.22 -0.11 0.71 0.22
H -2.47719 -0.18212 -1.66409 -0.37 0.20 -0.84 0.20
H -0.18783 -0.50110 -2.01358 -0.41 -0.57 0.57 0.21
H -0.76836 -1.23932 1.50068 0.11 0.50 0.13 0.22
H -0.03067 0.36568 1.96742 0.13 -0.81 -0.49 0.22
H 0.87037 -1.23644 2.02038 -0.11 0.81 -0.28 0.23
H 2.01971 0.43702 -1.29648 -0.46 -0.10 0.65 0.21
H 2.47490 0.31764 0.38843 0.23 0.00 0.17 0.21
H 1.96947 2.75023 -0.35643 0.01 -0.31 -0.13 0.22
H 1.13759 2.16184 1.07710 -0.06 0.14 -0.65 0.20
H 0.24459 2.30877 -0.45850 0.56 -0.36 0.05 0.21

---

(2)
115
Properties=species:S:1:pos:R:3:forces:R:3:lowdin_charge:R:1 method="wB97M-V/def2-TZVPD" max_force_ev_per_a=7.469 orbital_gap_ev=6.143 charge=+1
C -4.28894 -2.33364 1.62154 -0.78 -0.67 0.14 0.19
C -3.97455 -2.00317 0.51844 0.68 0.38 -0.48 -0.07
C -3.55943 -1.45111 -0.78509 0.26 1.50 0.09 -0.41
C -4.32359 -0.11537 -0.96846 -1.11 -0.55 0.21 -0.17
N -5.76529 -0.38877 -0.80494 0.19 0.99 -0.38 -0.09
C -6.59162 0.36254 -1.77110 -0.36 -0.44 0.33 -0.11
N -3.98101 -2.43590 -1.79514 -0.35 0.21 0.22 0.00
N -4.31257 -1.87952 -3.06780 0.12 -0.87 0.12 0.11
C -3.83341 -2.38208 -4.07779 0.20 0.72 0.16 -0.79
S -3.08556 -2.80913 -5.36157 -0.18 -0.30 -0.30 0.85
C -3.15700 -3.56094 -1.84631 0.78 -0.03 -0.57 -0.31
N -3.67784 -4.72551 -1.94956 -0.81 -0.03 -0.04 0.16
C -5.12876 -4.98964 -1.96526 0.34 -0.47 -0.26 0.04
N -1.76668 -3.47421 -1.78816 -0.25 -0.14 0.77 0.10
C -1.34576 -2.57444 -0.68725 0.91 0.36 -0.38 -0.31
C 0.19306 -2.55021 -0.66775 -0.73 -0.93 0.27 -0.05
C 0.84052 -2.75181 0.68869 1.18 0.57 0.28 -0.50
O 2.02994 -2.67095 0.78616 0.03 0.08 -0.04 0.14
O 0.06999 -2.98739 1.79239 -1.08 0.10 -0.68 0.08
C -2.01210 -1.17371 -0.78588 -0.12 -1.19 0.54 -0.57
Br -1.44609 -0.44411 -2.52922 -0.25 0.11 0.13 0.95
C -1.60473 -0.29628 0.42198 0.53 0.64 -0.36 -0.16
C -0.85276 1.02046 0.14555 0.31 0.02 0.68 -0.29
C 0.64535 0.84791 -0.12101 -0.53 0.36 -0.30 -0.58
Cl 1.45476 2.42863 0.12964 -0.14 -0.57 -0.13 0.67
H -4.82864 -2.75744 2.43839 0.35 0.17 0.31 0.06
H -4.10384 0.34347 -1.92949 0.00 -0.20 -0.09 0.09
H -4.04031 0.59321 -0.19035 0.54 -0.14 -0.06 0.13
H -6.00824 -0.01636 0.10312 -0.09 -0.31 0.14 0.10
H -6.18668 1.34289 -2.03715 0.09 -0.08 -0.15 0.08
H -6.77036 -0.26279 -2.64462 0.17 0.25 -0.21 0.07
H -7.56396 0.53881 -1.30978 -0.02 -0.03 -0.06 0.08
H -3.04878 -5.51838 -2.00661 0.19 0.10 -0.02 0.19
H -5.48754 -4.89501 -2.98897 -0.18 0.24 0.09 0.10
H -5.60559 -4.30887 -1.26815 -0.14 0.07 -0.15 0.11
H -5.26790 -6.03042 -1.68337 -0.06 0.06 0.14 0.11
H -1.34635 -3.21992 -2.67932 -0.16 0.07 -0.09 0.11
H -1.65835 -3.06151 0.23886 -0.22 0.22 0.01 0.15
H 0.63828 -1.66891 -1.12044 -0.05 0.09 0.08 0.10
H 0.53124 -3.39818 -1.26894 0.12 0.05 0.01 0.14
H 0.21821 -2.30642 2.45998 0.43 -0.25 0.23 0.12
H -0.95696 -0.87900 1.07770 -0.14 -0.15 -0.04 0.11
H -2.45851 -0.02986 1.04067 -0.21 -0.25 -0.20 0.11
H -1.32834 1.66027 -0.59612 0.01 -0.17 -0.17 0.09
H -0.89478 1.58683 1.08051 -0.14 -0.03 0.00 0.11
H 0.85523 0.56858 -1.14909 0.09 -0.11 0.03 0.04
H 1.06590 0.11670 0.56692 0.22 0.14 0.02 0.07
C 2.74601 5.07765 1.13461 0.26 0.10 -0.02 -0.15
O 3.26318 5.73453 2.30830 -2.30 1.17 -1.87 -0.25
P 3.42845 7.38845 2.22166 4.82 1.20 4.70 0.54
O 4.86268 7.51976 1.84145 -0.78 -0.26 -1.05 -0.24
O 3.13960 7.59958 3.79224 -0.39 -0.21 -0.21 -0.24
C 3.20355 6.56134 4.76490 0.02 0.08 0.19 -0.10
O 2.83736 8.89737 1.97284 -1.80 -1.95 -1.55 -0.22
C 2.71530 9.31338 0.59957 0.20 0.18 -0.16 -0.10
H 2.70321 4.01178 1.33151 0.19 0.19 0.24 -0.01
H 1.73782 5.43415 0.91350 -0.02 -0.11 -0.04 0.08
H 3.39889 5.26034 0.27700 -0.01 -0.03 0.01 0.09
H 4.19230 6.10413 4.78621 -0.02 -0.09 -0.07 0.09
H 2.43704 5.81083 4.58591 0.07 -0.08 -0.04 0.08
H 3.01136 7.02003 5.73282 0.03 0.13 -0.07 0.09
H 2.07778 8.62893 0.03958 -0.04 0.07 -0.05 0.08
H 3.69815 9.36687 0.13088 0.01 -0.06 0.04 0.09
H 2.26074 10.30014 0.59289 -0.01 -0.02 0.13 0.09
C -9.90721 -10.46580 -4.31459 0.11 -0.15 -0.08 -0.09
O -9.34060 -9.86684 -3.12924 -2.33 1.66 -1.86 -0.26
P -8.88502 -8.26966 -3.23411 5.95 -0.24 4.50 0.55
O -7.42236 -8.47895 -3.49514 -0.71 0.09 -1.03 -0.28
O -9.19072 -7.94032 -1.69039 -0.66 0.15 -0.39 -0.24
C -9.41506 -8.93789 -0.69572 -0.04 0.03 0.21 -0.10
O -9.00787 -6.66464 -3.60117 -2.47 -1.40 -1.19 -0.24
C -8.92348 -6.33183 -4.99730 0.20 0.10 -0.15 -0.11
H -10.13768 -11.50292 -4.08901 0.06 0.02 0.10 0.09
H -10.82823 -9.95726 -4.60148 -0.04 -0.08 0.00 0.08
H -9.19094 -10.42688 -5.13774 0.01 -0.02 0.04 0.09
H -8.56015 -9.60817 -0.61522 -0.03 -0.07 -0.10 0.09
H -10.32361 -9.49729 -0.90254 0.06 -0.09 -0.04 0.09
H -9.54343 -8.41877 0.25209 0.05 0.13 -0.08 0.09
H -9.69340 -6.84803 -5.56981 -0.01 0.09 -0.07 0.08
H -7.93912 -6.59115 -5.38932 -0.01 -0.09 0.05 0.08
H -9.07850 -5.25989 -5.09213 -0.05 -0.02 0.13 0.09
C 7.41696 6.90562 0.25888 -0.11 0.04 -0.02 -0.10
O 7.83070 6.26364 -0.97329 1.90 2.00 1.48 -0.26
P 8.65622 7.20289 -2.05432 -1.41 -2.73 -5.65 0.52
O 7.57243 7.64186 -2.97696 0.11 0.63 1.06 -0.26
O 9.55423 5.99402 -2.63067 0.14 0.10 0.46 -0.24
C 9.23106 4.62126 -2.46095 0.09 -0.09 -0.11 -0.11
O 9.88442 8.23451 -2.39516 -0.41 -0.08 2.92 -0.22
C 9.70271 9.59422 -1.96494 -0.09 0.23 -0.15 -0.11
H 6.87694 6.18113 0.85813 -0.05 -0.02 -0.10 0.07
H 8.28826 7.24770 0.82056 -0.03 -0.04 0.05 0.09
H 6.76054 7.74838 0.04629 -0.06 -0.06 0.03 0.07
H 8.25283 4.39352 -2.88497 -0.06 0.01 0.10 0.09
H 9.26976 4.33770 -1.41129 -0.12 -0.01 0.01 0.08
H 9.98525 4.04722 -2.99696 0.03 0.12 -0.07 0.09
H 9.53554 9.64442 -0.88861 0.05 0.08 0.00 0.08
H 8.86107 10.04735 -2.48953 -0.03 -0.07 0.00 0.08
H 10.61096 10.14086 -2.20421 0.05 -0.12 -0.03 0.09
C 3.13577 -2.57195 4.23432 -0.16 0.08 0.18 -0.10
O 3.63866 -1.22475 4.20056 1.80 -2.39 0.48 -0.26
P 4.78450 -0.82097 5.33924 -0.72 6.44 0.88 0.52
O 3.94361 -0.19345 6.39484 -0.03 -1.30 -0.05 -0.25
O 5.54628 0.23277 4.39207 0.01 -0.52 -0.23 -0.23
C 4.98077 0.80105 3.21699 0.09 0.16 -0.06 -0.11
O 6.20156 -1.11466 6.10518 -0.89 -2.49 -1.41 -0.22
C 6.18541 -2.16197 7.09214 -0.03 0.02 0.32 -0.10
H 2.39688 -2.67254 3.44475 0.08 0.03 -0.07 0.05
H 3.93740 -3.28919 4.05311 -0.08 -0.06 -0.08 0.09
H 2.66710 -2.77810 5.20019 0.01 0.01 -0.02 0.09
H 4.05994 1.33850 3.44596 -0.07 -0.08 -0.01 0.09
H 4.80385 0.03888 2.46075 -0.11 -0.01 0.01 0.08
H 5.70782 1.50890 2.82362 0.06 0.00 0.13 0.09
H 5.86302 -3.10666 6.65353 0.07 -0.05 0.05 0.08
H 5.52480 -1.89386 7.91683 -0.04 0.04 -0.06 0.09
H 7.19845 -2.27764 7.46699 0.03 0.09 -0.10 0.09